# 1
The following is a quantum chemistry calculation of one molecule with the formula C2H5N5O3, from the OMol25 dataset.

Geometry as XYZ:
```
15
Properties=species:S:1:pos:R:3
C -0.8203 -1.7885 0.7066
C -0.3665 0.7267 0.0215
H -1.6310 -1.9276 -0.2279
H -0.1202 -2.5100 0.2702
H -1.1869 -2.0304 1.7826
H 0.1691 2.7991 0.0905
H 0.1206 1.7947 1.5898
N -0.3148 -0.2687 0.7886
N -0.0206 -0.1005 2.2183
N -0.4033 1.9992 0.6482
N -0.0807 0.6619 -1.2606
N 0.4757 -0.4210 -1.8507
O -0.0812 0.9727 2.9078
O 1.1471 -1.2475 -1.0778
O 0.4560 -0.3316 -3.2900
```

Charge: 0
Structure (SMILES): CN(N=O)/C(N)=N\[N+](=O)[O-]
Lowest unoccupied orbital energy (eV): -2.14
Frontier orbital gap (eV): 8.02

---

# 2
The following is a quantum chemistry calculation of C5H10O as an isolated structure, from the OMol25 dataset.

Geometry as XYZ:
```
16
Properties=species:S:1:pos:R:3
C 2.2406 0.1219 -0.2827
C 0.9542 -0.4628 0.1856
C -0.9940 -0.3285 -0.2383
C -2.1798 -0.3019 0.5727
C -0.3478 0.9059 -0.3566
O -0.0553 1.9378 0.2384
H 2.2337 1.1863 -0.0663
H 3.1085 -0.3387 0.1980
H 2.3216 0.0019 -1.3616
H 0.9278 -1.5138 -0.0786
H 0.9213 -0.3995 1.2677
H -0.9868 -1.0239 -1.0742
H -1.9279 0.0393 1.5733
H -2.8743 0.4275 0.1300
H -2.6565 -1.2695 0.6313
H -0.5977 1.1121 -1.4192
```

Charge: 0
Lowest unoccupied orbital energy (eV): 0.79
Frontier orbital gap (eV): 8.89

---

# 3
The following is a quantum chemistry calculation of a 2-piece molecular cluster, CH2N3O3 overall, from the OMol25 dataset.

Geometry as XYZ:
```
9
Properties=species:S:1:pos:R:3
C -1.8729 -1.8209 -0.1046
N 0.8415 0.0624 0.9180
N -2.4807 -2.7014 0.3434
N -1.2264 -0.7329 -0.2592
O -0.4364 -0.5661 -1.4550
O 1.3837 0.3036 -0.2289
O -3.4434 -3.4608 0.5552
H 0.4572 -0.0153 -1.1978
H -0.1036 0.6424 1.0377
```

Charge: -1
Lowest unoccupied orbital energy (alpha / beta) (eV): 3.96 / 2.91
Frontier orbital gap (alpha / beta) (eV): 7.35 / 5.73

---

# 4
The following is a quantum chemistry calculation of C49H53GaGe2O3S5Se4 as an isolated structure, from the OMol25 dataset.

Geometry as XYZ:
```
117
Properties=species:S:1:pos:R:3
Ga 2.7927 2.7709 -0.9478
Se 5.3944 2.2554 -1.5825
Se 6.0630 3.9659 -3.0162
Se 4.6994 5.7015 -2.2362
Se 2.6241 4.6989 -2.4232
C -3.0405 -2.8896 -4.9814
C -3.2149 -1.7896 -3.9688
C -2.9778 -0.4655 -4.3025
C -3.0978 0.5581 -3.3668
C -2.7507 1.9739 -3.7341
C -3.4777 0.2375 -2.0655
C -3.7042 -1.0941 -1.7008
C -3.9963 -1.4503 -0.2688
C -3.5781 -2.0876 -2.6602
C -3.6882 1.3102 -1.0445
C -4.9607 1.8794 -0.9974
C -5.2698 2.8531 -0.0620
C -4.3117 3.2148 0.8711
C -3.0411 2.6433 0.8485
C -2.6986 1.7203 -0.1500
Ge -0.7943 1.2653 -0.4432
S 0.1926 2.9216 -1.3714
S 0.1690 0.2039 1.3012
Ge 1.2689 -0.7391 -0.4262
S 2.9819 0.4240 -1.0791
S -0.5151 -0.5667 -1.7735
C 1.8814 -2.6125 -0.1913
C 1.7784 -3.2956 1.0252
C 2.3347 -4.5676 1.1686
C 2.9951 -5.1789 0.1187
C 3.0867 -4.5160 -1.0934
C 2.5350 -3.2498 -1.2598
C 2.6138 -2.6329 -2.6185
C 3.7388 -1.9192 -3.0263
C 4.9584 -1.7492 -2.1616
C 3.7223 -1.2924 -4.2697
C 2.6251 -1.3673 -5.1092
C 2.5795 -0.5948 -6.3990
C 1.5481 -2.1568 -4.7193
C 1.5314 -2.8050 -3.4947
C 0.3771 -3.7082 -3.1433
C 1.1003 -2.7498 2.2402
C 1.8196 -1.9968 3.1649
C 3.2247 -1.5472 2.8717
C 1.1913 -1.5955 4.3410
C -0.1280 -1.9191 4.6077
C -0.7857 -1.4996 5.8947
C -0.8405 -2.6341 3.6491
C -0.2482 -3.0482 2.4660
C -1.0613 -3.7423 1.4077
C -2.1721 2.9261 2.0351
C -1.4017 4.0856 2.1531
C -1.2207 5.0580 1.0235
C -0.7351 4.3253 3.3525
C -0.8117 3.4497 4.4242
C -0.1023 3.7542 5.7178
C -1.5811 2.3019 4.2848
C -2.2745 2.0339 3.1130
C -3.1587 0.8158 3.0457
H -2.9535 -2.4853 -5.9901
H -3.8839 -3.5830 -4.9629
H -2.1368 -3.4669 -4.7752
H -2.6637 -0.2186 -5.3113
H -2.5560 2.0589 -4.8030
H -1.8535 2.3014 -3.2011
H -3.5507 2.6662 -3.4662
H -4.7953 -0.8347 0.1467
H -3.1079 -1.2802 0.3464
H -4.2783 -2.5003 -0.1800
H -3.7383 -3.1224 -2.3729
H -5.7036 1.5461 -1.7143
H -6.2554 3.3027 -0.0410
H -4.5443 3.9264 1.6549
H 2.2455 -5.0659 2.1276
H 3.4316 -6.1630 0.2419
H 3.5850 -4.9775 -1.9382
H 4.8473 -2.2250 -1.1891
H 5.1486 -0.6870 -1.9978
H 5.8333 -2.1778 -2.6582
H 4.5701 -0.6772 -4.5508
H 3.5466 -0.1454 -6.6216
H 1.8489 0.2131 -6.3312
H 2.2924 -1.2340 -7.2371
H 0.6934 -2.2608 -5.3802
H -0.1795 -3.9646 -4.0461
H -0.3177 -3.2338 -2.4487
H 0.7252 -4.6319 -2.6770
H 3.8039 -2.3197 2.3657
H 3.7407 -1.2634 3.7893
H 3.2099 -0.6729 2.2135
H 1.7509 -1.0050 5.0588
H -0.0898 -0.9510 6.5297
H -1.1450 -2.3659 6.4550
H -1.6443 -0.8554 5.7033
H -1.8874 -2.8628 3.8233
H -2.0330 -4.0423 1.8013
H -0.5517 -4.6243 1.0176
H -1.2273 -3.0673 0.5621
H -1.9887 4.9530 0.2576
H -0.2570 4.8729 0.5478
H -1.2262 6.0830 1.3985
H -0.1149 5.2099 3.4288
H 0.8442 4.2614 5.5341
H 0.1023 2.8412 6.2788
H -0.7057 4.4063 6.3551
H -1.6587 1.6032 5.1125
H -3.3807 0.4649 4.0536
H -2.6777 0.0009 2.5018
H -4.1029 1.0320 2.5419
C 3.3114 3.7445 3.2446
S 2.9032 4.1314 1.5653
O 1.9443 5.2094 1.6073
O 4.1418 4.4008 0.8609
O 2.3368 2.8321 1.0413
H 3.5662 4.6753 3.7438
H 4.1538 3.0584 3.2374
H 2.4434 3.2831 3.7087
```

Charge: -2
Lowest unoccupied orbital energy (eV): 3.89
Frontier orbital gap (eV): 5.61

---

# 5
The following is a quantum chemistry calculation of one molecule with the formula C3H4N2S2, from the OMol25 dataset.

Geometry as XYZ:
```
11
Properties=species:S:1:pos:R:3
C -0.5942 1.0285 -0.9576
C 0.7088 1.1489 -0.2916
C 0.7050 -1.6211 1.6125
H -2.2621 -0.0460 -2.1345
H 1.0637 2.2183 -0.5265
H 0.9530 -1.1809 2.5853
H 0.1700 -2.6139 1.4390
N 1.2457 0.3389 0.5648
N 0.7358 -1.0370 0.4500
S -1.3093 -0.5487 -1.2661
S -1.4163 2.3131 -1.4753
```

Charge: 0
Structure (SMILES): C=N/N=C\C(=S)S
Lowest unoccupied orbital energy (eV): -1.21
Frontier orbital gap (eV): 7.75

---

# 6
The following is a quantum chemistry calculation of one molecule with the formula C7H6FNO4S, from the OMol25 dataset.

Geometry as XYZ:
```
20
Properties=species:S:1:pos:R:3
C -2.9184 -0.3084 -0.1959
C -2.4659 0.4338 0.8735
C -2.0619 -0.7970 -1.1615
C -1.1739 0.9859 0.8493
C -0.7257 -0.3030 -1.1414
C -0.3641 0.6437 -0.1977
C 2.5277 -0.1575 0.9357
N 2.6566 -1.3813 0.1606
O 3.6409 -1.6299 -0.4255
O 1.5992 -2.0338 0.0749
O 1.5924 2.3818 0.2631
O 1.8737 0.7785 -1.6303
F 1.7334 -0.3725 2.0103
S 1.3283 1.1367 -0.3656
H -3.8615 -0.9095 -0.0461
H -3.2279 0.9400 1.4234
H -2.4547 -1.4164 -2.0259
H -1.0519 1.8183 1.4884
H -0.0321 -0.3986 -2.0170
H 3.3857 0.5892 1.1275
```

Charge: 0
Structure (SMILES): O=[N+]([O-])[C@H](F)S(=O)(=O)c1ccccc1
Lowest unoccupied orbital energy (eV): -1.02
Frontier orbital gap (eV): 9.14

---

Let's list electronic energy in order: -578.34081, -271.58579, -429.05306, -19800.48977, -1022.48955, -1123.90862 a.u..
Let's list M in order: 147.094, 86.134, 104.045, 1381.078, 132.213, 219.193 g/mol.